# 1
Formula: C19H34NO2S
Source: OMol25
Level of theory: ωB97M-V/def2-TZVPD

Calculated values
Total charge: +1
Highest occupied orbital energy, eV: -10.489
ΔE to the lowest compared entry with this formula, charge and spin, eV: 0.000
SMILES: CCCCCCCSc1cc(OC)c(CC[NH+](C)C)cc1OC

Positions of all 57 atoms, in Å:
C 7.5095 -2.3991 -1.5581
C 6.2205 -2.5902 -0.7688
C 5.0679 -3.0397 -1.6638
C 3.7782 -3.2526 -0.8749
C 2.6248 -3.6767 -1.7820
C 1.3660 -4.0853 -1.0167
C 0.7655 -2.9594 -0.1911
S 0.2281 -1.5986 -1.3000
C -0.5489 -0.4622 -0.1967
C -1.7810 0.0430 -0.5886
C -2.4409 0.9873 0.1755
O -3.6680 1.5471 -0.1834
C -4.3587 0.9940 -1.2903
C -1.8793 1.4329 1.3731
C -2.5838 2.4403 2.2501
C -2.4459 3.8695 1.7182
N -3.3709 4.1094 0.5769
C -2.8071 5.0308 -0.4189
C -4.6876 4.5735 1.0376
C -0.6408 0.9325 1.7548
C 0.0505 0.0042 0.9860
O 1.2796 -0.4718 1.2867
C 1.9281 -0.0316 2.4581
H 7.3751 -1.6477 -2.3331
H 7.8060 -3.3310 -2.0340
H 8.3158 -2.0772 -0.9035
H 5.9526 -1.6505 -0.2788
H 6.3820 -3.3363 0.0128
H 4.8972 -2.2877 -2.4378
H 5.3440 -3.9707 -2.1636
H 3.5252 -2.3225 -0.3615
H 3.9437 -4.0217 -0.1159
H 2.3793 -2.8593 -2.4641
H 2.9456 -4.5264 -2.3880
H 1.6037 -4.9060 -0.3349
H 0.6188 -4.4455 -1.7275
H 1.4853 -2.5584 0.5155
H -0.1265 -3.2966 0.3372
H -2.1965 -0.3289 -1.5097
H -3.8230 1.1762 -2.2252
H -5.3255 1.4944 -1.3174
H -4.5128 -0.0775 -1.1579
H -2.1447 2.4044 3.2468
H -3.6382 2.1732 2.3438
H -1.4203 4.0202 1.3764
H -2.6593 4.6012 2.5000
H -3.5148 3.1630 0.1323
H -3.5126 5.1776 -1.2346
H -2.5977 5.9963 0.0407
H -1.8839 4.6235 -0.8264
H -4.6008 5.5643 1.4823
H -5.0890 3.8863 1.7790
H -5.3812 4.6244 0.2007
H -0.2107 1.2911 2.6762
H 2.8872 -0.5464 2.4710
H 1.3624 -0.3008 3.3548
H 2.1006 1.0485 2.4384

=====

# 2
Formula: C3H5AuMgO3
Source: OMol25
Level of theory: ωB97M-V/def2-TZVPD

Calculated values
Total charge: +1
Spin multiplicity: 4
Highest occupied orbital energy (spin up / spin down), eV: -11.299 / -12.960

Positions of all 13 atoms, in Å:
O -0.1755 -1.7130 0.5072
C 0.2870 -1.1354 1.6089
C 0.9747 0.0233 1.7345
O 1.4414 0.8129 0.7174
C 0.4932 1.2953 -0.2858
Au -0.0850 -0.5895 -0.9494
H 0.0068 -1.6126 2.5622
H 1.1330 0.4428 2.7327
H 1.1042 1.9390 -0.9413
H -0.2691 1.9143 0.2294
Mg -2.0121 -1.6433 -3.4482
O -1.3411 -0.3621 -2.1704
H -1.5575 0.6283 -2.2972

=====

# 3
Formula: CH2O3S
Source: OMol25
Level of theory: ωB97M-V/def2-TZVPD

Calculated values
Total charge: 0
Highest occupied orbital energy, eV: -8.984
ΔE to the lowest compared entry with this formula, charge and spin, eV: 4.210
SMILES: O=[S@@]1(O)=CO1

Positions of all 7 atoms, in Å:
O 1.8613 0.3159 0.4541
S 0.4672 0.0025 0.2066
O 0.6005 -1.4586 -0.3146
C -1.1410 0.5537 0.2849
O -0.2925 0.8932 -0.9063
H -0.2245 -1.8409 -0.4924
H -1.2710 1.5341 0.7677

=====

# 4
Formula: C10H18N2O4Sr
Source: OMol25
Level of theory: ωB97M-V/def2-TZVPD

Calculated values
Total charge: +2
Highest occupied orbital energy, eV: -15.259

Positions of all 35 atoms, in Å:
C -0.2061 2.7750 -0.1911
C -1.1142 1.4764 0.0889
N -2.5097 1.7589 -0.4110
C -0.6694 0.0463 -0.4855
C 0.6904 -0.2665 0.2972
C 2.1161 0.1128 -0.3423
C 2.0810 0.6517 -1.8507
O 1.5275 -0.2676 -2.8201
C 0.9461 -1.7790 0.8493
C -0.3737 -2.4807 1.4340
C -1.0565 -3.4590 0.3359
O -2.2590 -3.8256 0.4135
O -0.3291 -3.9843 -0.7951
N 0.4576 0.4859 1.6105
C -0.8453 1.1952 1.6626
O -1.5469 1.5380 2.6941
H 0.9169 2.5920 -0.1615
H -0.4306 3.5182 0.6720
H -0.4797 3.3373 -1.1567
H -2.7810 2.7559 -0.2026
H -2.5278 1.6982 -1.4504
H -0.7278 -0.1177 -1.6233
H -1.5527 -0.6217 -0.1381
H 2.6373 0.9128 0.2913
H 2.8299 -0.7956 -0.3388
H 3.1853 0.8109 -2.1599
H 1.6004 1.6982 -1.9616
H 1.0675 -1.0155 -2.3843
H 1.6796 -1.6509 1.7346
H 1.4930 -2.4359 0.0920
H -1.1303 -1.7083 1.8220
H -0.1026 -3.1663 2.3150
H -0.0270 -3.2212 -1.3476
H 1.1584 1.2228 1.8255
Sr -3.7175 2.2097 1.6820

=====

# 5
Formula: C16H36N4O8Sr
Source: OMol25
Level of theory: ωB97M-V/def2-TZVPD

Calculated values
Total charge: -2
Highest occupied orbital energy, eV: 1.250
ΔE to the lowest compared entry with this formula, charge and spin, eV: 0.000

Positions of all 65 atoms, in Å:
Sr 15.9369 4.4021 -15.7822
O 12.9003 2.8319 -11.4398
C 12.3261 3.5214 -12.3926
C 13.0647 3.7672 -13.7541
O 14.2106 4.4560 -13.8050
H 12.0419 4.5838 -12.0700
H 11.3575 3.0204 -12.7488
H 12.2249 4.2747 -14.3637
H 13.1768 2.7540 -14.2441
O 17.5705 2.7585 -16.8286
C 18.3542 2.1658 -15.9081
C 18.0168 2.3203 -14.4016
O 17.4951 3.4899 -13.9135
H 19.4324 2.5006 -15.9920
H 18.4391 1.0554 -16.0637
H 18.9147 1.9780 -13.8100
H 17.2571 1.5353 -14.1150
C 16.1687 7.1937 -13.6201
O 16.6820 6.5662 -14.5218
N 16.7419 8.2684 -13.0064
C 16.1232 8.9142 -11.9013
C 18.0721 8.6901 -13.3708
H 15.1872 6.8954 -13.2185
H 16.8213 8.9624 -11.0525
H 15.2521 8.3553 -11.5661
H 15.8482 9.9561 -12.1153
H 18.7928 8.3037 -12.6372
H 18.3570 8.2289 -14.3132
H 18.1500 9.7768 -13.4245
C 16.4457 6.3113 -18.8968
O 16.6495 5.5416 -17.9972
N 16.8048 7.6259 -18.8770
C 16.6362 8.4667 -20.0335
C 17.6120 8.1304 -17.8030
H 15.9698 6.0238 -19.8512
H 16.0176 7.9945 -20.7910
H 17.6178 8.7410 -20.4455
H 16.1664 9.4174 -19.7504
H 18.5948 8.4359 -18.1804
H 17.1157 8.9437 -17.2674
H 17.7819 7.3299 -17.0842
C 13.2143 6.7524 -15.8558
O 14.1149 6.1679 -16.4072
N 12.9030 8.0565 -16.0810
C 11.7615 8.6797 -15.4278
C 13.6289 8.8012 -17.0766
H 12.6352 6.3059 -15.0301
H 11.1284 7.9051 -15.0011
H 11.2036 9.2711 -16.1539
H 12.0949 9.3255 -14.6092
H 13.5211 9.8690 -16.8992
H 14.6907 8.5541 -17.0058
H 13.3095 8.5179 -18.0861
C 13.1628 2.4585 -17.4884
O 14.1421 3.1430 -17.3477
N 12.5175 2.2659 -18.6869
C 11.2134 1.6340 -18.7322
C 13.1709 2.5699 -19.9320
H 12.6722 1.9447 -16.6487
H 10.7328 1.6784 -17.7591
H 11.2882 0.5921 -19.0722
H 10.5816 2.1550 -19.4577
H 13.4425 1.6673 -20.4836
H 12.5230 3.2083 -20.5474
H 14.0513 3.1702 -19.7056

=====

# 6
Formula: C24H24BaN10S
Source: OMol25
Level of theory: ωB97M-V/def2-TZVPD

Calculated values
Total charge: +2
Highest occupied orbital energy, eV: -13.580
ΔE to the lowest compared entry with this formula, charge and spin, eV: 2.259

Positions of all 60 atoms, in Å:
Ba -0.4970 -0.5579 -0.1423
C -2.2264 -3.4354 3.1625
C -0.9838 -3.9983 3.7668
C 0.1902 -3.9829 3.1262
C 0.3303 -3.4046 1.7841
N -0.6458 -2.8849 1.1385
C -1.8731 -2.6861 1.8597
C 1.6563 -3.3071 1.0989
C 2.6865 -4.1997 1.3310
C 3.8562 -4.0611 0.5922
C 3.9499 -3.0339 -0.3239
C 2.8797 -2.1484 -0.4686
N 1.7538 -2.2851 0.2284
C 2.9363 -1.0301 -1.4567
C 4.1521 -0.4830 -1.8477
C 4.1650 0.5121 -2.8146
C 2.9629 0.9272 -3.3603
C 1.7951 0.3477 -2.8881
N 1.7702 -0.6015 -1.9582
H -3.0177 -4.1859 3.1087
H -1.0533 -4.4602 4.7446
H 1.0682 -4.4070 3.5909
H -2.7161 -2.6842 1.1652
H 2.5740 -5.0052 2.0411
H 4.6721 -4.7584 0.7203
H 4.8303 -2.9314 -0.9395
H 5.0765 -0.8179 -1.4027
H 5.1012 0.9476 -3.1360
H 2.9201 1.6810 -4.1326
H 0.8370 0.6646 -3.2879
N -5.5385 1.9424 -0.1363
C -4.4289 1.8190 -0.8735
N -3.5507 1.0637 -0.2485
C -4.2166 0.7457 0.9079
N -5.4244 1.2470 0.9985
C -3.6369 -0.1446 1.9182
C -4.5280 -0.9736 2.7898
N -4.1230 -1.8627 3.5935
C -2.6966 -2.0702 3.7526
C -1.8592 -1.3705 2.6774
N -2.3697 -0.2667 1.9103
H -6.3845 2.4526 -0.3398
H -4.3270 2.2804 -1.8416
H -5.5951 -0.7960 2.6963
H -2.4423 -1.8817 4.7968
H -0.8479 -1.1539 3.0333
C 2.3995 5.4116 -2.3323
N 1.9117 4.4474 -1.3529
C 0.8302 3.6706 -1.3864
S 0.6933 2.4421 -0.2163
N -0.1462 3.8425 -2.2872
C -0.4567 5.0353 -3.0710
H 3.4759 5.4899 -2.2018
H 1.9671 6.4009 -2.1971
H 2.2095 5.0593 -3.3434
H 2.5156 4.2483 -0.5719
H -0.8840 3.1688 -2.1788
H -0.2302 5.9372 -2.5064
H -1.5266 5.0305 -3.2614
H 0.0594 5.0551 -4.0278

=====

# 7
Formula: C12H18Br4FN4O4
Source: OMol25
Level of theory: ωB97M-V/def2-TZVPD

Calculated values
Total charge: +1
Highest occupied orbital energy, eV: -11.856

Positions of all 43 atoms, in Å:
C 0.2040 3.0548 3.7324
C 1.5019 2.3631 3.0077
O 1.5156 0.9355 3.4650
C 1.4802 2.3867 1.3689
N 0.1329 2.1183 0.7376
C -0.9911 3.1021 0.5018
N -1.1008 4.4414 0.7815
F -0.0929 5.1351 1.3615
N -2.1584 2.4327 -0.1895
C -1.5682 1.0244 -0.3297
C -2.5821 0.0039 -1.1145
C -3.5519 -0.7041 0.0473
O -3.6164 -0.2649 1.3244
Br -4.7659 -2.2855 -0.3719
N -0.1847 0.8296 0.2493
C 0.6385 -0.4376 0.2312
C -0.1986 -1.8244 0.4727
C 0.9454 -3.0441 0.5126
C 1.4872 -3.2245 -1.0583
O 0.8424 -3.9696 -1.9828
O 2.7351 -2.5589 -1.5418
H -0.8117 2.6966 3.2639
H 0.1590 2.7604 4.8856
H 0.3113 4.2438 3.7286
H 2.4652 2.8953 3.4656
H 0.5966 0.6084 3.1694
H 2.3357 1.6475 0.9850
H 1.8551 3.4692 1.0351
H -2.0072 4.9184 0.4936
H -3.3210 0.6563 -1.7829
H -2.0281 -0.8145 -1.7678
H 1.2733 -0.4517 -0.7790
H 1.4584 -0.3899 1.0977
H -0.7637 -1.8693 1.5215
H -0.9218 -2.1245 -0.4149
H 0.4954 -4.0836 0.8063
H 1.8966 -2.7298 1.1301
H 2.4916 -1.7385 -2.0781
C 0.7248 -3.8474 -5.8795
Br 2.5877 -3.3041 -5.7431
Br -0.3448 -2.5320 -6.8334
Br 0.5437 -5.6243 -6.6504
H 0.3315 -3.9000 -4.8590

=====

# 8
Formula: C33H56FN4O6P3S2
Source: OMol25
Level of theory: ωB97M-V/def2-TZVPD

Calculated values
Total charge: 0
Highest occupied orbital energy, eV: -7.755
SMILES: CCCCCc1c([PH2]=N)c(P(O)O)c2c(c1P(C)C)C(=O)C([C@H](C)F)=C(CCCSC(=S)N(CC)CC)C2=O.CN(C)C=O.CN(C)C=O

Positions of all 105 atoms, in Å:
C -7.0902 -0.7065 -2.1065
C -5.9039 0.0457 -2.8883
C -4.9719 -0.9602 -3.7767
C -3.5326 -1.0059 -3.0662
C -2.6826 -2.3584 -3.4120
C -1.4329 -2.3515 -2.4183
C -0.1249 -1.6508 -2.9413
P -0.0018 -0.8430 -4.6614
N -0.7119 0.6169 -4.7177
C 1.1708 -1.5646 -2.0381
P 2.7884 -0.7620 -2.5961
O 2.4153 0.8553 -3.0098
O 3.4413 -1.5124 -3.9934
C 1.0530 -2.1967 -0.6035
C -0.2618 -2.9035 -0.1075
C -1.5438 -3.0091 -1.0178
P -3.0201 -3.9157 -0.2929
C -2.8343 -5.7943 -0.3359
C -4.6791 -3.3186 -0.9588
C -0.2105 -3.4885 1.3885
O -0.7225 -4.5690 1.7491
C 0.6277 -2.5773 2.4266
C 0.1119 -2.3764 3.9477
C 0.9723 -3.1833 5.0286
F -1.3185 -2.6200 4.0665
C 1.8329 -1.9512 1.9751
C 2.7676 -1.0564 2.9051
C 2.1940 0.4409 2.8722
C 2.5079 1.1928 1.4740
S 2.7339 2.9914 1.8750
C 2.0367 4.0433 0.4884
S 1.0469 5.3141 0.9781
N 2.3979 3.7295 -0.8984
C 3.9075 3.8736 -0.9507
C 4.6413 2.4192 -0.9047
C 1.8059 4.6904 -1.8808
C 0.2366 4.3883 -2.2076
C 2.2884 -2.1343 0.4368
O 3.4876 -2.2539 0.1093
H -7.9587 0.0517 -2.0065
H -6.8293 -1.0375 -1.0475
H -7.4772 -1.5390 -2.7824
H -6.3217 0.9155 -3.4968
H -5.2312 0.5192 -2.0797
H -5.4543 -1.9794 -3.9406
H -4.8163 -0.3963 -4.7739
H -2.9104 -0.1523 -3.5343
H -3.5412 -0.8049 -1.9442
H -3.3189 -3.3034 -3.3328
H -2.3867 -2.2418 -4.5150
H -0.5554 -1.7769 -5.5978
H 1.3665 -0.6159 -5.0613
H -1.0872 0.8238 -3.7801
H 3.2602 1.3686 -2.9790
H 3.6177 -2.4677 -3.8585
H -2.7700 -6.1560 0.7553
H -3.7116 -6.3152 -0.8447
H -1.8340 -6.0682 -0.8465
H -4.8218 -2.1875 -0.9426
H -5.4903 -3.7471 -0.2533
H -4.9216 -3.7753 -1.9940
H 0.2388 -1.2551 4.1935
H 0.2392 -3.7427 5.7201
H 1.6881 -3.9465 4.5650
H 1.5480 -2.4663 5.7200
H 2.7357 -1.4278 3.9943
H 3.8522 -1.1475 2.5483
H 1.0467 0.3534 2.9400
H 2.6468 1.0534 3.7202
H 1.6608 1.0603 0.7077
H 3.4489 0.7279 1.0165
H 4.2789 4.3852 -1.9021
H 4.2422 4.4651 -0.0326
H 3.7892 1.6404 -0.9187
H 5.3056 2.2246 -1.8103
H 5.2294 2.3881 0.0827
H 2.3496 4.4952 -2.8841
H 1.9902 5.7971 -1.6371
H 0.1118 3.8618 -3.2161
H -0.2989 5.4006 -2.2199
H -0.1646 3.7868 -1.3229
C 5.2213 7.8724 -4.1506
N 4.0217 8.1253 -3.3790
C 3.9180 9.3608 -2.6263
C 2.9875 7.2389 -3.3377
O 1.9554 7.3916 -2.7102
H 6.0830 7.8671 -3.4782
H 5.3416 8.6662 -4.8923
H 5.1613 6.9107 -4.6626
H 3.7830 9.1251 -1.5678
H 3.0459 9.9198 -2.9741
H 4.8167 9.9644 -2.7563
H 3.1685 6.3358 -3.9428
C -3.4541 -5.2780 7.6439
N -2.2499 -4.7977 8.2903
C -1.6911 -5.5602 9.3899
C -1.6255 -3.6510 7.8973
O -0.6138 -3.1931 8.3963
H -4.2565 -5.3368 8.3838
H -3.2644 -6.2721 7.2308
H -3.7588 -4.6083 6.8382
H -1.6581 -4.9304 10.2823
H -0.6715 -5.8606 9.1359
H -2.2960 -6.4457 9.5877
H -2.1317 -3.1506 7.0559

=====

What is the formula in the fifth record? C16H36N4O8Sr